The following is a DFT calculation (the ωB97M-V functional and the def2-TZVPD basis) of a molecular structure, C30H57BN2O4P2S3SbTi.

Its molar mass is 848.38 g/mol. The relative energy (zero: lowest compared OMol25 entry of this formula, charge and spin) comes out at 0.000 eV. The LUMO energy (alpha / beta) comes out at 4.149 / 4.149 eV. The calculated total energy is -124625.2748 eV. Its total charge is -2. As for the spin multiplicity: 2. The expectation value of S² is 0.755.

CARTESIAN COORDINATES (ANGSTROEM)
Ti: 1.0377 -1.7566 -0.1485
C: 4.9166 -2.2109 0.6087
C: 4.5010 -1.7313 2.0034
C: 5.5461 -0.7180 2.4851
C: 4.5274 -2.9542 2.9241
P: 2.7444 -1.0421 1.8584
C: 3.1006 0.6982 1.3265
N: 1.9274 1.2853 0.7318
B: 0.8369 0.5577 0.0655
N: 0.0279 1.6699 -0.4611
C: -1.1181 1.5884 -1.3479
P: -2.6333 0.6769 -0.7369
C: -3.0590 1.5348 0.8954
C: -4.5094 1.2184 1.2698
C: -2.8154 3.0412 0.9910
C: -2.1572 0.8544 1.9342
C: -3.8541 1.2996 -2.0539
C: -4.2920 2.7619 -1.9747
C: -3.2001 1.0709 -3.4244
C: -5.0947 0.3976 -2.0009
C: 0.6428 2.8854 -0.2081
C: 0.3066 4.1845 -0.5551
C: 1.1378 5.2343 -0.1501
C: 2.2893 4.9906 0.5805
C: 2.6471 3.6840 0.9263
C: 1.8231 2.6421 0.5369
C: 2.0535 -0.8210 3.6009
C: 2.9841 -0.1529 4.6138
C: 0.7995 0.0465 3.4432
C: 1.5847 -2.1734 4.1524
H: 5.9302 -2.6242 0.6690
H: 4.2485 -2.9906 0.2395
H: 4.9007 -1.4121 -0.1314
H: 6.5221 -1.2149 2.5184
H: 5.6367 0.1244 1.7989
H: 5.3379 -0.3292 3.4807
H: 5.4914 -3.4589 2.8016
H: 4.4243 -2.6875 3.9757
H: 3.7420 -3.6666 2.6645
H: 3.4537 1.3018 2.1696
H: 3.9094 0.6386 0.5886
H: -1.4080 2.5967 -1.6481
H: -0.8373 1.0444 -2.2523
H: -5.2297 1.7466 0.6437
H: -4.7115 0.1465 1.1983
H: -4.6842 1.5231 2.3078
H: -3.4515 3.6208 0.3242
H: -3.0256 3.3708 2.0163
H: -1.7766 3.2905 0.7811
H: -2.2210 -0.2343 1.8804
H: -1.1157 1.1267 1.7761
H: -2.4490 1.1774 2.9409
H: -3.4393 3.4440 -1.9675
H: -4.8949 3.0003 -2.8593
H: -4.9031 2.9692 -1.0959
H: -2.4164 1.8003 -3.6327
H: -2.7704 0.0728 -3.5127
H: -3.9695 1.1780 -4.1984
H: -5.6037 0.4345 -1.0375
H: -5.8073 0.7110 -2.7727
H: -4.8172 -0.6382 -2.1999
H: -0.5812 4.3995 -1.1365
H: 0.8768 6.2503 -0.4224
H: 2.9266 5.8159 0.8760
H: 3.5614 3.4901 1.4741
H: 3.3790 0.8003 4.2563
H: 2.4130 0.0509 5.5263
H: 3.8215 -0.7940 4.8915
H: 1.0310 1.0616 3.1154
H: 0.1169 -0.4009 2.7216
H: 0.2909 0.1029 4.4121
H: 2.4082 -2.8399 4.4001
H: 1.0236 -1.9908 5.0762
H: 0.9093 -2.6811 3.4622
C: 0.7759 0.5313 -4.4200
O: -0.2652 -0.3308 -4.0198
C: -0.6779 -1.1955 -5.0597
C: -1.2583 -2.4508 -4.4693
O: -2.5181 -2.1864 -3.8533
C: -2.6683 -2.8964 -2.6429
H: 0.4282 1.2386 -5.1907
H: 1.6258 -0.0447 -4.7989
H: 1.1030 1.0817 -3.5383
H: 0.1895 -1.4942 -5.6563
H: -1.4120 -0.6861 -5.7065
H: -0.5412 -2.8497 -3.7470
H: -1.3904 -3.1966 -5.2641
H: -2.6233 -3.9817 -2.8045
H: -3.6429 -2.6375 -2.2258
H: -1.8864 -2.6288 -1.9292
S: 2.3792 -3.0534 -4.8548
Sb: 2.9112 -3.1936 -2.6057
S: 0.8712 -3.8537 -1.3997
S: 2.6620 -0.9011 -1.6861
C: -2.3997 -3.5218 0.7957
C: -1.1824 -3.1201 1.6035
O: -0.9412 -3.6342 2.6862
O: -0.4589 -2.2060 1.0354
H: -3.1218 -4.0402 1.4241
H: -2.0593 -4.1913 0.0013
H: -2.8418 -2.6456 0.3204



The following is a DFT calculation (the ωB97M-V functional and the def2-TZVPD basis) of a molecular structure, C30H57BN4P3Pd.

Its molar mass is 683.97 g/mol. The relative energy (zero: lowest compared OMol25 entry of this formula, charge and spin) comes out at 0.000 eV. The LUMO energy (alpha / beta) comes out at -1.791 / -4.293 eV. The calculated total energy is -70015.1339 eV. Its total charge is +1. As for the spin multiplicity: 3. The expectation value of S² is 2.007.

CARTESIAN COORDINATES (ANGSTROEM)
Pd: 1.0373 -1.0616 0.0716
C: 1.0990 -2.3841 3.7343
P: 1.6289 -1.1045 2.5436
C: 1.4213 0.4117 3.5391
C: 3.4548 -1.3459 2.6396
C: 4.2348 -0.7029 1.4975
P: 3.6071 -1.2908 -0.1167
C: 4.0786 -3.0506 -0.1408
C: 4.7937 -0.5475 -1.2815
H: 1.6787 -2.2627 4.6513
H: 1.2776 -3.3811 3.3354
H: 0.0399 -2.2824 3.9743
H: 1.8438 0.2489 4.5328
H: 0.3683 0.6707 3.6444
H: 1.9373 1.2513 3.0689
H: 3.6243 -2.4255 2.6522
H: 3.7905 -0.9648 3.6062
H: 5.3015 -0.9209 1.5851
H: 4.1263 0.3857 1.5143
H: 5.1072 -3.1845 0.1997
H: 3.9903 -3.4176 -1.1644
H: 3.4053 -3.6447 0.4769
H: 5.8097 -0.8170 -0.9860
H: 4.6975 0.5397 -1.2785
H: 4.6073 -0.9098 -2.2921
B: -0.8814 -2.9486 -2.5836
N: 0.2912 -1.9975 -2.9973
C: 0.5852 -1.7153 -4.2749
C: 1.5915 -0.7676 -4.3044
C: 1.8663 -0.5345 -2.9609
N: 1.0782 -1.2827 -2.1777
N: -0.7402 -3.4710 -1.1106
C: -1.3025 -4.6249 -0.7285
C: -1.1953 -4.7534 0.6411
C: -0.5213 -3.6035 1.0287
N: -0.2487 -2.8286 -0.0279
H: -1.9333 -2.3565 -2.7036
H: -0.8361 -3.9195 -3.3010
H: 0.0644 -2.2196 -5.0741
H: 2.0614 -0.3294 -5.1692
H: 2.5885 0.1329 -2.5204
H: -1.7441 -5.2760 -1.4661
H: -1.5435 -5.5636 1.2588
H: -0.2424 -3.2878 2.0107
C: -3.3441 1.6661 -3.5428
C: -3.5330 0.2717 -2.9505
C: -2.9746 0.1958 -1.5194
C: -1.7636 1.1368 -1.3399
C: -0.9955 1.2393 -2.6615
C: -1.8468 1.9958 -3.6895
P: -0.7263 0.6614 0.0805
C: -1.8176 0.4594 1.5475
C: -2.6887 -0.8043 1.5850
C: -3.0684 -1.1023 3.0432
C: -3.3040 0.1914 3.8472
C: -3.7807 1.3072 2.9212
C: -2.6794 1.6856 1.9117
C: 0.2810 2.1494 0.5311
C: -0.4124 3.5301 0.3541
C: 0.2084 4.3352 -0.7860
C: 1.6832 4.6455 -0.5045
C: 2.4000 3.4557 0.1686
C: 1.6749 2.1449 -0.1267
H: -3.8301 2.4002 -2.8911
H: -3.8435 1.7444 -4.5091
H: -3.0283 -0.4680 -3.5799
H: -4.5881 -0.0043 -2.9402
H: -2.6850 -0.8344 -1.3045
H: -3.7537 0.4690 -0.8048
H: -2.1281 2.1368 -1.0845
H: -0.7923 0.2312 -3.0141
H: -0.0261 1.7264 -2.5475
H: -1.5005 1.7361 -4.6919
H: -1.6903 3.0716 -3.5748
H: -1.0628 0.3335 2.3312
H: -2.1859 -1.6562 1.1405
H: -3.5904 -0.6379 0.9970
H: -2.2790 -1.6992 3.5139
H: -3.9680 -1.7207 3.0598
H: -2.3788 0.5107 4.3410
H: -4.0246 0.0157 4.6460
H: -4.0767 2.1903 3.4889
H: -4.6739 0.9701 2.3881
H: -2.0432 2.4626 2.3419
H: -3.1358 2.1144 1.0154
H: 0.4502 1.9859 1.6003
H: -0.3138 4.0961 1.2860
H: -1.4823 3.4245 0.1919
H: -0.3457 5.2642 -0.9246
H: 0.1048 3.7796 -1.7237
H: 1.7507 5.5231 0.1409
H: 2.1865 4.9108 -1.4356
H: 2.4355 3.5993 1.2541
H: 3.4368 3.3994 -0.1671
H: 2.2527 1.2945 0.2485
H: 1.5983 2.0033 -1.2078